No. 1
The following is a DFT calculation (ωB97M-V/def2-TZVPD) of a 6-piece molecular cluster, C30H53F3N2O12 overall.

```
100
Properties=species:S:1:pos:R:3
C 4.27 -1.66 -0.66
C 4.84 -0.43 0.02
C 6.31 -0.59 0.39
C 4.59 0.74 -0.92
C 4.81 2.12 -0.28
C 4.01 2.32 1.00
C 3.96 1.08 1.96
C 5.15 1.24 2.94
C 2.66 1.13 2.74
N 4.01 -0.17 1.20
O 3.87 -1.31 2.04
H 4.71 -1.80 -1.65
H 4.44 -2.59 -0.11
H 3.19 -1.56 -0.80
H 6.72 -1.53 0.00
H 6.96 0.23 0.08
H 6.52 -0.74 1.45
H 5.20 0.65 -1.82
H 3.54 0.71 -1.21
H 5.89 2.14 -0.05
H 4.59 2.85 -1.05
H 2.96 2.54 0.77
H 4.41 3.14 1.59
H 5.28 0.43 3.67
H 4.86 2.12 3.53
H 6.11 1.30 2.42
H 2.54 2.01 3.37
H 2.33 0.23 3.25
H 1.85 1.19 2.00
H 3.01 -1.64 1.76
C -4.19 -3.19 2.34
C -3.55 -2.48 1.15
C -2.04 -2.70 1.19
C -4.03 -3.16 -0.15
C -5.46 -2.82 -0.51
C -5.65 -1.31 -0.59
C -5.13 -0.51 0.63
C -4.87 0.90 0.06
C -6.25 -0.46 1.71
N -3.87 -1.06 1.10
O -3.34 -0.36 2.20
H -5.29 -3.17 2.33
H -3.89 -4.23 2.43
H -3.93 -2.65 3.26
H -1.54 -2.14 1.99
H -1.82 -3.73 1.46
H -1.57 -2.49 0.23
H -3.38 -2.81 -0.95
H -4.00 -4.25 -0.07
H -5.78 -3.28 -1.44
H -6.13 -3.18 0.28
H -6.73 -1.16 -0.64
H -5.28 -0.91 -1.54
H -4.05 0.95 -0.65
H -4.52 1.54 0.89
H -5.76 1.43 -0.26
H -6.90 0.37 1.48
H -5.84 -0.31 2.71
H -6.74 -1.43 1.72
H -2.55 0.02 1.80
O 2.03 -3.42 0.67
C 1.45 -4.07 -0.14
O 1.43 -5.40 -0.22
C 0.68 -5.82 -1.35
C 0.07 -4.53 -1.85
F -1.25 -4.42 -1.44
O 0.82 -3.52 -1.22
H 1.33 -6.18 -2.15
H 0.01 -6.63 -1.09
H 0.08 -4.38 -2.93
O 1.65 4.49 2.27
C 0.58 4.40 1.77
O -0.55 4.98 2.23
C -1.64 4.42 1.48
C -0.94 4.06 0.18
F -0.86 5.15 -0.62
O 0.32 3.66 0.69
H -1.96 3.51 1.98
H -2.41 5.16 1.33
H -1.38 3.23 -0.37
O 0.61 2.15 -2.34
C 0.68 2.99 -3.19
O 1.51 2.97 -4.24
C 1.13 4.03 -5.16
C -0.04 4.71 -4.48
F -1.22 4.53 -5.15
O -0.11 4.08 -3.24
H 2.01 4.67 -5.22
H 0.90 3.59 -6.13
H 0.11 5.77 -4.29
C 0.63 -0.25 -0.10
C -0.74 0.35 -0.28
C -1.37 0.11 -1.66
O -1.31 0.94 0.61
H 0.91 -0.24 0.95
H 1.29 0.32 -0.75
H 0.58 -1.28 -0.46
H -1.64 1.09 -2.06
H -2.30 -0.46 -1.57
H -0.60 -0.33 -2.28
```

**2S+1**: 1
**Highest occupied orbital energy**: -7.45 eV
**Structure (SMILES)**: CC1(C)CCCC(C)(C)N1O.CC1(C)CCCC(C)(C)N1O.O=C1OC[C@@H](F)O1.O=C1OC[C@@H](F)O1.O=C1OC[C@@H](F)O1.CC(C)=O
**Energy relative to the best compared isomer or geometry (same formula, charge and spin)**: 0.0 kJ/mol
**LUMO level**: 0.29 eV
**DFT total energy**: -67670.555 eV
**Frontier orbital gap**: 7.74 eV
**Max |F|**: 2.1 eV/Å



No. 2
The following is a DFT calculation (ωB97M-V/def2-TZVPD) of a 7-piece molecular cluster, C30H53FO12 overall.

```
96
Properties=species:S:1:pos:R:3
C 2.96 2.13 1.77
C 2.53 0.70 1.64
O 1.14 0.67 1.59
C 0.38 -0.30 0.97
C -1.14 -0.06 0.94
O 0.93 -1.30 0.47
H 2.63 2.61 2.69
H 2.59 2.65 0.89
H 4.05 2.06 1.85
H 2.97 0.17 0.79
H 2.94 0.18 2.51
H -1.54 -0.11 1.95
H -1.57 -0.82 0.27
H -1.29 0.93 0.52
C 2.75 5.39 -0.15
C 4.14 5.16 0.42
O 4.77 3.95 0.06
C 5.29 3.66 -1.09
C 6.03 2.33 -1.03
O 5.38 4.40 -2.09
H 2.14 6.04 0.48
H 2.16 4.47 -0.13
H 2.71 5.81 -1.16
H 4.75 5.99 0.07
H 4.21 5.18 1.50
H 6.55 2.41 -0.08
H 6.76 2.19 -1.82
H 5.26 1.57 -0.88
C -3.82 -2.84 3.45
C -4.82 -2.25 2.48
O -5.82 -3.22 2.29
C -6.56 -3.25 1.16
C -7.47 -4.47 1.08
O -6.48 -2.49 0.19
H -2.92 -2.23 3.54
H -3.41 -3.82 3.20
H -4.31 -2.95 4.41
H -5.21 -1.32 2.90
H -4.26 -2.10 1.56
H -7.28 -5.00 0.15
H -8.51 -4.13 1.14
H -7.27 -5.08 1.97
C 3.74 -2.70 0.62
C 4.78 -2.80 1.79
O 4.32 -2.02 2.92
C 5.18 -1.54 3.75
C 4.51 -0.69 4.86
O 6.39 -1.65 3.64
H 2.73 -2.76 1.04
H 3.89 -3.56 -0.05
H 3.84 -1.78 0.04
H 4.73 -3.84 2.09
H 5.75 -2.49 1.39
H 3.59 -0.19 4.57
H 5.24 0.03 5.22
H 4.27 -1.32 5.72
C -3.70 1.43 -2.98
C -3.67 0.87 -1.54
O -4.26 1.75 -0.56
C -3.53 2.78 -0.07
C -4.27 3.68 0.88
O -2.37 3.08 -0.36
H -2.96 2.24 -3.03
H -4.68 1.79 -3.29
H -3.34 0.62 -3.62
H -4.34 0.01 -1.42
H -2.67 0.53 -1.26
H -4.71 3.21 1.75
H -5.09 4.16 0.34
H -3.56 4.35 1.37
C 2.17 -1.18 -3.89
C 2.26 -0.73 -2.39
O 2.12 0.69 -2.21
C 0.89 1.24 -2.16
C 0.98 2.69 -1.96
O -0.14 0.61 -2.25
H 2.51 -2.22 -3.96
H 2.87 -0.57 -4.47
H 1.17 -0.96 -4.24
H 1.55 -1.29 -1.78
H 3.21 -1.10 -2.00
H 0.63 3.20 -2.86
H 1.97 3.02 -1.63
H 0.37 3.00 -1.12
F -1.80 -3.46 -0.10
C -2.36 -3.11 -1.27
C -3.69 -3.36 -1.53
C -4.22 -3.00 -2.77
C -3.47 -2.29 -3.69
C -2.14 -2.04 -3.39
C -1.57 -2.51 -2.22
H -4.31 -3.75 -0.73
H -5.26 -3.21 -2.99
H -3.93 -1.95 -4.61
H -1.43 -1.52 -4.02
H -0.52 -2.33 -2.03
```

**2S+1**: 1
**Highest occupied orbital energy**: -9.21 eV
**Structure (SMILES)**: CCOC(C)=O.CCOC(C)=O.CCOC(C)=O.CCOC(C)=O.CCOC(C)=O.CCOC(C)=O.Fc1ccccc1
**LUMO level**: 0.57 eV
**DFT total energy**: -59257.381 eV
**Frontier orbital gap**: 9.78 eV
**Max |F|**: 4.7 eV/Å